C35H52IrO2P4 as an isolated structure in a non-equilibrium geometry. Source: the Open Molecules 2025 dataset; level of theory: wB97M-V/def2-TZVPD.

```
94
Properties=species:S:1:pos:R:3
Ir -0.7046 0.5234 -1.4241
P -2.6267 -0.3506 -0.8284
P -0.0809 -1.4419 -2.5877
P -1.2610 2.4742 -0.0969
H 3.5325 3.1943 -7.0283
C 3.4038 3.7355 -6.0829
C 4.0534 3.4073 -4.9557
H 4.3235 2.3705 -4.6956
C -3.9170 0.2166 -1.9754
C -2.8268 -2.1843 -0.7765
C -3.2102 -0.0572 0.8693
C 1.4940 -1.3294 -3.5275
C 0.2811 -2.8331 -1.4676
C -1.3291 -1.8285 -3.8743
C 0.0277 3.7741 -0.2122
C -1.4684 2.4539 1.7404
C -2.7572 3.3590 -0.7076
H 2.8609 4.6889 -6.1420
H 4.4552 4.2036 -4.3254
H -4.8457 -0.3338 -1.8040
H -3.5950 0.0507 -3.0072
H -4.1104 1.2814 -1.8300
H -3.8858 -2.4230 -0.6120
H -2.2505 -2.5986 0.0606
H -2.5198 -2.6790 -1.6999
H -3.5484 0.9704 1.0087
H -2.3943 -0.2791 1.5743
H -4.0615 -0.7104 1.1077
H 1.7465 -2.3086 -3.9628
H 2.2972 -1.0062 -2.8485
H 1.4112 -0.5896 -4.3355
H -0.5083 -3.5878 -1.4395
H 0.4081 -2.4341 -0.4539
H 1.2202 -3.3109 -1.7721
H -0.8737 -2.4589 -4.6529
H -1.6518 -0.8769 -4.3223
H -2.2109 -2.3394 -3.4721
H -0.1674 4.5906 0.5010
H 0.0665 4.1868 -1.2284
H 1.0123 3.3393 0.0042
H -1.1786 3.4205 2.1834
H -0.8228 1.6771 2.1708
H -2.5000 2.2512 2.0524
H -2.6688 4.4429 -0.5434
H -3.6669 3.0033 -0.2081
H -2.8593 3.1840 -1.7846
C 1.6341 1.9940 -2.7556
C 0.9034 2.3792 -3.9307
C 0.7273 3.7411 -4.1115
C 1.5218 4.6409 -3.3735
C 2.4808 4.1935 -2.4524
C 2.6928 2.8464 -2.2993
O 1.2093 1.0555 -1.9429
H -1.1725 1.5200 -2.6487
H 0.4349 1.6223 -4.5765
H 0.0281 4.0880 -4.8842
H 1.4776 5.7189 -3.5582
H 3.1114 4.9264 -1.9668
H 3.5283 2.3243 -1.8411
O 0.1787 -0.9469 1.0694
P 0.4143 -1.5691 2.4337
C 0.7031 -0.2507 3.6385
C 0.3422 -0.3573 4.9883
C 0.5601 0.7200 5.8501
C 1.1577 1.8848 5.3671
C 1.5557 1.9842 4.0314
C 1.3444 0.9106 3.1711
C -1.0297 -2.5447 2.9314
C -2.0743 -1.9803 3.6802
C -3.2097 -2.7312 3.9801
C -3.3032 -4.0513 3.5403
C -2.2925 -4.6110 2.7569
C -1.1603 -3.8582 2.4474
C 1.8332 -2.6780 2.4696
C 2.1269 -3.4162 3.6262
C 3.2052 -4.3033 3.6078
C 3.9735 -4.4666 2.4519
C 3.6902 -3.7014 1.3211
C 2.6406 -2.7809 1.3270
H -0.1425 -1.2601 5.3549
H 0.2586 0.6408 6.8950
H 1.3347 2.7238 6.0325
H 2.0072 2.8988 3.6539
H 1.6411 0.9615 2.1228
H -1.9908 -0.9592 4.0492
H -4.0032 -2.2702 4.5672
H -4.1678 -4.6477 3.8121
H -2.3707 -5.6285 2.3797
H -0.3553 -4.2964 1.8557
H 1.5112 -3.2923 4.5213
H 3.4435 -4.8711 4.5026
H 4.7942 -5.1820 2.4286
H 4.2868 -3.8185 0.4234
H 2.4272 -2.1403 0.4655
```

Its orbital gap (spin up / spin down) is 3.98 / 1.12 eV. Its net charge is +4. The value obtained for the energy is -81182.241 eV. The multiplicity is 6. For the energy above the lowest of the compared OMol25 structures with the same formula, charge and spin, the calculation gives 3.874 eV.